# C8H15NSSi

A 2-piece molecular cluster, C8H15NSSi overall (wB97M-V/def2-TZVPD, the Open Molecules 2025 dataset).

Results
ΔE to the lowest compared entry with this formula, charge and spin: 390.6 kJ/mol
HOMO-LUMO gap (spin up / spin down): 0.2000 / 0.2000 hartree
E_HOMO (spin up / spin down): -7.491 / -7.490 eV

Each line ends with the Löwdin charge.
Positions of all 26 atoms, in Å:
C1 4.06 -0.11 0.50  -0.15
C2 3.21 -1.28 0.35  -0.06
C3 3.78 0.93 -0.35  -0.39
C4 2.14 -1.01 -0.48  -0.58
C5 -3.54 -0.30 0.61  -0.19
C6 -1.79 0.66 -1.54  -0.21
C7 -1.47 1.89 1.18  -0.23
C8 1.23 -1.83 -1.06  0.07
N1 -0.68 -1.04 0.67  -0.12
Si1 -1.73 0.20 0.27  0.22
S1 2.41 0.59 -1.30  1.04
H1 4.99 -0.03 1.13  0.12
H2 3.34 -2.23 0.79  0.11
H3 4.19 1.84 -0.29  0.03
H4 -4.22 -0.31 -0.26  0.02
H5 -3.58 -1.34 1.00  0.02
H6 -3.75 0.41 1.35  -0.02
H7 -2.66 1.19 -1.74  -0.01
H8 -0.97 1.27 -1.98  0.02
H9 -1.67 -0.33 -2.14  0.05
H10 -2.27 2.76 1.15  0.05
H11 -1.53 1.73 2.38  0.06
H12 -0.56 2.31 0.80  -0.03
H13 0.70 -1.58 -1.96  0.07
H14 0.91 -2.83 -0.64  0.11
H15 -0.55 -1.59 1.56  0.00


# C8H15O14P2Pt

C8H15O14P2Pt as an isolated structure (wB97M-V/def2-TZVPD, the Open Molecules 2025 dataset).

Results
charge: +1
spin multiplicity: 5
ΔE to the lowest compared entry with this formula, charge and spin: 16.7 kJ/mol
HOMO-LUMO gap (spin up / spin down): 0.2990 / 0.2966 hartree
E_HOMO (spin up / spin down): -10.557 / -13.796 eV

Each line ends with the Mulliken spin population.
Positions of all 40 atoms, in Å:
Pt1 0.02 -0.52 0.57  1.94
O1 -4.32 -1.79 0.58  0.01
C1 -3.30 -0.96 0.55  0.00
O2 -2.16 -1.34 0.31  0.07
C2 -3.72 0.47 0.80  0.02
O3 -2.58 1.26 0.92  0.14
C3 -2.67 2.31 1.78  0.82
C4 -0.35 1.07 3.55  0.03
O4 -0.33 2.02 4.19  0.01
O5 -0.37 0.08 2.92  0.03
H1 -4.01 -2.68 0.38  0.00
H2 -4.36 0.49 1.68  0.00
H3 -4.33 0.78 -0.06  -0.02
H4 -3.64 2.58 2.17  0.01
H5 -1.84 3.00 1.71  0.03
C5 1.80 1.32 -3.10  0.00
C6 1.46 0.89 -1.69  -0.02
O6 0.33 -0.03 -1.67  0.14
P1 2.84 0.12 -0.77  0.02
O7 4.00 1.16 -0.69  0.00
O8 3.37 -1.01 -1.73  0.00
O9 2.31 -0.36 0.54  0.09
P2 0.95 2.29 -0.57  0.02
O10 -0.16 3.11 -1.35  0.01
O11 2.17 3.07 -0.27  0.01
O12 0.21 1.56 0.56  0.15
H6 2.25 0.52 -3.67  0.00
H7 2.51 2.15 -3.06  0.00
H8 0.89 1.66 -3.60  0.00
H9 0.57 -0.88 -2.08  -0.01
H10 3.64 2.03 -0.36  0.00
H11 4.26 -1.36 -1.56  0.00
H12 0.17 3.95 -1.70  0.00
C7 0.78 -4.51 0.71  -0.01
C8 0.43 -3.07 0.65  -0.03
O13 0.10 -2.40 1.67  0.23
O14 0.46 -2.43 -0.46  0.29
H13 0.56 -4.91 1.70  0.01
H14 1.85 -4.62 0.51  0.00
H15 0.24 -5.05 -0.05  0.00


# C8H16

A single C8H16 molecule (wB97M-V/def2-TZVPD, the Open Molecules 2025 dataset).

Results
ΔE to the lowest compared entry with this formula, charge and spin: 15.9 kJ/mol
HOMO-LUMO gap: 0.3967 hartree
structure (SMILES): C=CC[C@H](C)C(C)C
E_HOMO: -9.662 eV

Each line ends with the Löwdin charge.
Positions of all 24 atoms, in Å:
C1 -3.22 0.35 0.31  -0.01
C2 -2.05 -0.23 0.12  -0.18
C3 -0.79 0.08 0.98  -0.16
C4 0.31 0.79 0.23  -0.35
C5 -0.17 1.64 -0.95  -0.08
C6 1.47 -0.23 -0.23  -0.39
C7 2.28 -0.75 0.96  -0.08
C8 0.98 -1.40 -1.08  -0.08
H1 -4.11 0.05 -0.22  0.05
H2 -3.34 1.15 1.04  0.06
H3 -1.94 -0.99 -0.65  0.09
H4 -0.47 -0.86 1.43  0.10
H5 -1.12 0.72 1.80  0.11
H6 0.81 1.47 0.94  0.13
H7 0.67 2.18 -1.39  0.08
H8 -0.90 2.37 -0.61  0.08
H9 -0.62 1.02 -1.72  0.07
H10 2.14 0.38 -0.84  0.13
H11 2.65 0.07 1.57  0.08
H12 1.67 -1.39 1.60  0.07
H13 3.13 -1.33 0.62  0.08
H14 0.39 -1.05 -1.93  0.07
H15 0.38 -2.09 -0.50  0.08
H16 1.84 -1.94 -1.48  0.08


# C8H16AlF6O2P

C8H16AlF6O2P as an isolated structure (wB97M-V/def2-TZVPD, the Open Molecules 2025 dataset).

Results
charge: +2
HOMO-LUMO gap: 0.1020 hartree
E_HOMO: -17.263 eV

Each line ends with the Löwdin charge.
Positions of all 34 atoms, in Å:
Al1 0.08 -1.05 1.25  1.39
P1 -1.48 -0.07 -1.84  0.18
F1 -0.53 0.48 -2.97  -0.08
F2 -2.56 1.05 -2.05  -0.08
F3 -2.20 -1.13 -2.72  -0.05
F4 -2.28 -0.65 -0.48  -0.22
F5 -0.29 -1.20 -1.49  -0.22
F6 -0.75 0.93 -0.69  -0.24
C1 4.44 -2.13 -1.38  -0.09
C2 3.82 -0.85 -2.04  -0.10
C3 2.33 -1.07 -1.89  -0.15
O1 2.22 -1.66 -0.60  -0.12
C4 3.27 -2.64 -0.55  -0.11
H1 5.29 -1.83 -0.78  0.13
H2 4.70 -2.86 -2.14  0.14
H3 4.15 -0.69 -3.06  0.14
H4 4.09 -0.02 -1.39  0.13
H5 1.85 -1.80 -2.58  0.19
H6 1.79 -0.13 -2.03  0.15
H7 2.72 -3.53 -0.93  0.19
H8 3.52 -2.99 0.46  0.16
C5 -3.33 1.69 3.15  -0.08
C6 -2.61 2.91 2.52  -0.05
C7 -1.59 2.25 1.51  -0.12
O2 -1.72 0.89 1.73  -0.18
C8 -3.06 0.58 2.11  -0.11
H9 -4.35 1.96 3.43  0.14
H10 -2.87 1.27 4.04  0.13
H11 -2.10 3.46 3.30  0.13
H12 -3.30 3.51 1.93  0.13
H13 -0.56 2.58 1.70  0.15
H14 -1.82 2.66 0.51  0.17
H15 -3.05 -0.40 2.60  0.14
H16 -3.85 0.49 1.35  0.18


# C8H16BF4O2Sn

C8H16BF4O2Sn as an isolated structure (wB97M-V/def2-TZVPD, the Open Molecules 2025 dataset).

Results
charge: +1
HOMO-LUMO gap: 0.0887 hartree
E_HOMO: -12.531 eV

Each line ends with the Löwdin charge.
Positions of all 32 atoms, in Å:
Sn1 0.10 -2.28 -1.04  1.68
B1 0.68 -0.29 -5.50  -1.46
F1 0.95 0.34 -6.73  0.13
F2 -0.53 0.09 -5.07  0.16
F3 0.81 -1.61 -5.60  0.17
F4 1.51 0.25 -4.56  0.15
C1 6.65 0.49 0.81  -0.17
C2 6.16 -0.52 1.89  -0.17
C3 4.76 0.03 2.13  -0.16
O1 4.33 0.12 0.72  -0.17
C4 5.44 0.56 -0.17  -0.14
H1 7.61 0.31 0.33  0.11
H2 6.80 1.46 1.28  0.11
H3 6.74 -0.31 2.78  0.12
H4 6.35 -1.50 1.45  0.12
H5 4.68 1.01 2.60  0.13
H6 4.25 -0.65 2.81  0.11
H7 5.27 1.56 -0.55  0.12
H8 5.64 -0.05 -1.05  0.12
C5 -6.74 0.64 0.58  -0.16
C6 -6.29 0.32 2.03  -0.18
C7 -5.50 -0.94 1.82  -0.19
O2 -4.78 -0.63 0.60  -0.17
C8 -5.48 0.32 -0.24  -0.19
H9 -7.10 1.67 0.57  0.11
H10 -7.53 -0.01 0.22  0.11
H11 -7.18 0.20 2.66  0.11
H12 -5.80 1.16 2.53  0.12
H13 -6.17 -1.78 1.61  0.12
H14 -4.86 -1.09 2.68  0.12
H15 -5.82 -0.10 -1.19  0.12
H16 -4.95 1.26 -0.39  0.12


# C8H16BN

A single C8H16BN molecule (wB97M-V/def2-TZVPD, the Open Molecules 2025 dataset).

Results
ΔE to the lowest compared entry with this formula, charge and spin: 231.4 kJ/mol
HOMO-LUMO gap (spin up / spin down): 0.2526 / 0.3001 hartree
E_HOMO (spin up / spin down): -6.218 / -7.545 eV

Each line ends with the Löwdin charge.
Positions of all 26 atoms, in Å:
B1 1.61 1.02 -0.09  -0.15
C1 -1.50 1.14 -0.03  -0.02
C2 -1.34 -0.14 0.18  -0.31
C3 -0.04 -0.89 -0.15  -0.34
C4 2.90 1.90 -0.08  -0.05
C5 -2.58 2.12 0.08  -0.12
C6 -2.43 -1.10 0.64  -0.05
C7 0.00 -1.14 -1.66  -0.04
C8 2.11 -1.17 0.94  -0.05
N1 1.24 -0.24 0.24  -0.07
H1 -0.07 -1.85 0.37  0.13
H2 2.75 2.84 0.46  0.05
H3 3.19 2.16 -1.09  0.05
H4 3.76 1.40 0.38  0.05
H5 -2.68 2.66 -0.86  0.07
H6 -2.36 2.84 0.86  0.07
H7 -3.55 1.66 0.31  0.07
H8 -2.66 -1.82 -0.15  0.08
H9 -3.33 -0.55 0.89  0.06
H10 -2.11 -1.66 1.53  0.08
H11 0.86 -1.76 -1.93  0.08
H12 0.08 -0.19 -2.17  0.08
H13 -0.90 -1.65 -1.98  0.08
H14 1.66 -1.49 1.88  0.10
H15 2.31 -2.05 0.33  0.09
H16 3.06 -0.68 1.17  0.08


# C8H16CeCl2N2S

C8H16CeCl2N2S as an isolated structure (wB97M-V/def2-TZVPD, the Open Molecules 2025 dataset).

Results
ΔE to the lowest compared entry with this formula, charge and spin: 0.0 kJ/mol
HOMO-LUMO gap (spin up / spin down): 0.2529 / 0.2727 hartree
E_HOMO (spin up / spin down): -7.532 / -7.607 eV

Each line ends with the Löwdin charge.
Positions of all 30 atoms, in Å:
Ce1 -1.18 -0.24 0.45  0.11
Cl1 -0.59 0.78 2.74  0.05
Cl2 -2.02 -0.90 -1.95  0.03
C1 -1.45 1.75 -0.29  -0.31
H1 -2.04 1.85 -1.23  0.06
H2 -1.45 2.56 0.44  0.06
C2 0.86 0.29 -0.43  -0.34
C3 0.13 1.50 -0.66  -0.44
H3 0.49 -0.69 -0.84  0.04
C4 0.88 2.74 -0.01  -0.16
H4 0.14 1.57 -1.75  0.15
C5 2.32 2.82 -0.44  -0.20
H5 0.34 3.65 -0.25  0.11
H6 0.79 2.55 1.08  0.09
C6 3.05 1.50 -0.10  -0.19
H7 2.38 2.96 -1.52  0.11
H8 2.83 3.66 0.06  0.11
C7 2.32 0.38 -0.85  -0.18
H9 4.11 1.55 -0.42  0.11
H10 3.00 1.33 0.99  0.12
H11 2.38 0.60 -1.94  0.13
H12 2.84 -0.57 -0.68  0.12
N1 -2.94 -3.89 2.05  0.10
C8 -2.14 -3.73 0.97  -0.87
N2 -2.64 -4.14 -0.22  0.11
S1 -0.59 -3.00 1.10  0.63
H13 -3.74 -4.49 2.03  0.11
H14 -2.56 -3.61 2.96  0.12
H15 -2.08 -4.02 -1.04  0.09
H16 -3.44 -4.78 -0.25  0.13


# C8H16Cl2N2RhS

C8H16Cl2N2RhS as an isolated structure (wB97M-V/def2-TZVPD, the Open Molecules 2025 dataset).

Results
charge: -1
spin multiplicity: 5
ΔE to the lowest compared entry with this formula, charge and spin: 0.0 kJ/mol
HOMO-LUMO gap (spin up / spin down): 0.1931 / 0.2608 hartree
E_HOMO (spin up / spin down): -2.312 / -4.209 eV

Each line ends with the Mulliken spin population.
Positions of all 30 atoms, in Å:
Rh1 1.48 -0.24 -0.09  2.42
Cl1 0.18 -1.98 -0.94  0.17
Cl2 1.60 2.00 0.59  0.15
C1 3.03 -1.05 0.61  0.96
H1 3.70 -0.45 1.25  0.02
H2 3.24 -2.10 0.32  0.03
C2 -1.04 1.38 -1.83  0.05
C3 0.16 0.97 -2.16  0.00
H3 -1.14 2.14 -1.02  0.00
C4 0.49 -0.02 -3.29  -0.02
H4 1.09 1.48 -1.83  0.00
C5 -0.68 -0.21 -4.25  0.01
H5 1.41 0.34 -3.78  -0.01
H6 0.71 -1.02 -2.87  0.01
C6 -2.02 -0.30 -3.48  0.00
H7 -0.65 0.64 -4.95  0.00
H8 -0.54 -1.17 -4.78  0.00
C7 -2.28 0.87 -2.50  -0.01
H9 -2.85 -0.35 -4.20  0.00
H10 -2.06 -1.24 -2.92  0.00
H11 -2.71 1.73 -3.05  0.00
H12 -3.06 0.55 -1.77  0.00
N1 0.46 0.90 3.40  0.01
C8 0.13 -0.32 3.01  0.13
N2 0.05 -1.29 3.95  0.00
S1 -0.40 -0.56 1.41  0.05
H13 0.66 1.12 4.37  0.00
H14 0.63 1.61 2.67  0.00
H15 -0.12 -2.23 3.65  0.00
H16 0.55 -1.19 4.82  0.00


# C8H16Cl8

A 4-piece molecular cluster, C8H16Cl8 overall (wB97M-V/def2-TZVPD, the Open Molecules 2025 dataset).

Results
ΔE to the lowest compared entry with this formula, charge and spin: 28.5 kJ/mol
HOMO-LUMO gap: 0.4140 hartree
structure (SMILES): ClCCCl.ClCCCl.ClCCCl.ClCCCl
E_HOMO: -10.670 eV

Each line ends with the Löwdin charge.
Positions of all 32 atoms, in Å:
Cl1 -2.44 2.23 2.66  0.53
C1 -2.55 3.20 1.15  -0.67
C2 -2.04 4.61 1.36  -0.68
Cl2 -1.83 5.39 -0.21  0.56
H1 -3.58 3.12 0.82  0.07
H2 -1.93 2.65 0.46  -0.02
H3 -1.14 4.68 1.96  0.07
H4 -2.82 5.16 1.89  0.07
Cl3 -5.51 -2.07 2.94  0.56
C3 -4.34 -1.01 2.13  -0.70
C4 -3.82 -1.64 0.87  -0.64
Cl4 -2.72 -0.48 0.04  0.56
H5 -3.54 -0.79 2.85  0.06
H6 -4.80 -0.04 1.96  0.06
H7 -4.61 -1.90 0.17  0.07
H8 -3.24 -2.54 1.07  0.07
Cl5 4.94 -3.96 -2.08  0.52
C5 4.91 -2.85 -0.68  -0.69
C6 6.23 -2.81 0.04  -0.67
Cl6 6.73 -4.41 0.67  0.53
H9 4.13 -3.19 -0.01  0.07
H10 4.63 -1.88 -1.09  0.02
H11 6.16 -2.14 0.91  0.07
H12 7.03 -2.38 -0.56  0.07
Cl7 0.09 2.02 -1.27  0.59
C7 0.06 0.69 -2.41  -0.69
C8 1.42 0.09 -2.64  -0.64
Cl8 1.99 -0.82 -1.20  0.56
H13 -0.37 1.01 -3.36  0.08
H14 -0.65 -0.06 -2.05  0.03
H15 2.21 0.77 -2.93  0.07
H16 1.41 -0.63 -3.46  0.07


# C8H16Cl8F6MgN3O12S6

C8H16Cl8F6MgN3O12S6 as an isolated structure (wB97M-V/def2-TZVPD, the Open Molecules 2025 dataset).

Results
charge: -1
ΔE to the lowest compared entry with this formula, charge and spin: 112.6 kJ/mol
HOMO-LUMO gap: 0.3225 hartree
E_HOMO: -7.828 eV

Each line ends with the Löwdin charge.
Positions of all 60 atoms, in Å:
Mg1 1.89 -0.04 0.42  0.67
N1 5.70 1.20 -1.32  -0.22
S1 5.58 2.71 -1.44  0.41
O1 4.54 3.30 -0.63  -0.30
O2 5.89 3.28 -2.72  -0.27
F1 6.86 3.06 -0.54  -0.20
S2 4.16 0.89 -1.96  0.60
O3 3.83 1.38 -3.26  -0.22
O4 3.05 0.73 -1.04  -0.36
F2 4.51 -0.63 -2.24  -0.16
N2 3.30 -1.13 0.91  -0.37
S3 4.78 -1.12 1.82  0.60
O5 5.94 -0.97 0.97  -0.22
O6 4.82 -1.86 3.04  -0.22
F3 4.47 0.38 2.27  -0.17
S4 3.42 -2.64 0.53  0.46
O7 3.03 -3.58 1.53  -0.26
O8 4.43 -3.06 -0.40  -0.21
F4 2.07 -2.58 -0.38  -0.21
N3 0.17 0.09 -0.24  -0.34
S5 -0.25 -0.39 -1.90  0.62
O9 -0.50 0.67 -2.83  -0.21
O10 -0.99 -1.60 -1.98  -0.22
F5 1.25 -0.80 -2.21  -0.16
S6 -1.24 0.57 0.17  0.45
O11 -2.21 -0.50 0.28  -0.26
O12 -1.70 1.84 -0.30  -0.25
F6 -0.89 0.85 1.72  -0.23
Cl1 -3.96 5.18 0.55  0.56
C1 -2.30 5.04 1.18  -0.65
C2 -2.31 4.10 2.38  -0.67
Cl2 -0.66 3.84 3.03  0.56
H1 -2.00 6.03 1.50  0.07
H2 -1.68 4.58 0.42  0.06
H3 -2.63 3.12 2.03  0.04
H4 -3.05 4.42 3.12  0.07
Cl3 -3.03 5.09 -3.78  0.51
C3 -3.43 3.54 -2.94  -0.64
C4 -3.07 2.32 -3.76  -0.66
Cl4 -4.08 2.22 -5.23  0.53
H5 -4.50 3.62 -2.79  0.06
H6 -2.90 3.55 -1.98  0.04
H7 -3.22 1.38 -3.23  0.07
H8 -2.02 2.34 -4.05  0.06
Cl5 -2.19 -5.55 -1.40  0.53
C5 -3.09 -4.08 -0.90  -0.66
C6 -4.26 -4.37 0.02  -0.64
Cl6 -3.78 -5.34 1.45  0.51
H9 -3.40 -3.53 -1.78  0.08
H10 -2.34 -3.48 -0.39  0.04
H11 -5.01 -4.98 -0.47  0.06
H12 -4.78 -3.46 0.32  0.08
Cl7 0.66 -1.58 2.59  0.68
C7 0.13 -3.25 2.94  -0.60
C8 -0.82 -3.34 4.09  -0.64
Cl8 0.03 -3.09 5.64  0.55
H13 1.05 -3.83 2.95  0.06
H14 -0.37 -3.62 2.04  0.08
H15 -1.26 -4.33 4.18  0.07
H16 -1.61 -2.60 4.02  0.07


# C8H16ClCuN2O8

C8H16ClCuN2O8 as an isolated structure (wB97M-V/def2-TZVPD, the Open Molecules 2025 dataset).

Results
charge: -2
ΔE to the lowest compared entry with this formula, charge and spin: 352.3 kJ/mol
HOMO-LUMO gap: 0.0882 hartree
E_HOMO: 0.505 eV

Each line ends with the Löwdin charge.
Positions of all 36 atoms, in Å:
Cu1 -1.80 0.38 0.22  0.24
Cl1 -2.83 3.66 2.85  -0.96
O1 -6.02 4.96 -4.36  -0.37
C1 -5.24 4.10 -5.22  -0.40
C2 -4.72 2.70 -4.65  -0.34
O2 -3.84 2.70 -3.44  -0.32
H1 -4.39 4.74 -5.45  0.07
H2 -5.83 3.86 -6.10  0.06
H3 -4.25 2.17 -5.48  0.05
H4 -5.47 1.91 -4.55  0.06
C3 3.78 4.35 0.93  0.00
N1 3.30 3.74 -0.24  -0.50
O3 4.04 3.62 -1.21  0.05
O4 2.20 3.33 -0.13  0.12
H5 3.79 3.62 1.74  0.11
H6 3.14 5.19 1.18  0.11
H7 4.78 4.68 0.68  0.09
C4 -5.33 -3.25 -2.80  0.02
N2 -4.48 -2.82 -1.69  -0.43
O5 -3.28 -2.98 -1.85  0.02
O6 -4.95 -2.27 -0.66  0.02
H8 -6.22 -3.23 -2.18  0.09
H9 -5.31 -4.31 -3.07  0.09
H10 -5.29 -2.60 -3.68  0.11
O7 2.30 -2.23 2.92  0.08
C5 3.36 -2.64 3.45  -0.39
O8 4.13 -1.70 4.13  -0.02
C6 5.34 -2.24 4.68  -0.11
C7 5.01 -3.82 4.57  -0.17
C8 3.97 -4.04 3.51  -0.08
H11 5.75 -1.79 5.59  0.12
H12 6.04 -1.97 3.89  0.11
H13 4.70 -4.28 5.51  0.10
H14 5.89 -4.46 4.52  0.10
H15 3.24 -4.80 3.78  0.13
H16 4.47 -4.25 2.57  0.13


# C8H16F2InNO8S4

C8H16F2InNO8S4 as an isolated structure (wB97M-V/def2-TZVPD, the Open Molecules 2025 dataset).

Results
charge: +2
HOMO-LUMO gap: 0.0743 hartree
E_HOMO: -15.769 eV

Each line ends with the Löwdin charge.
Positions of all 40 atoms, in Å:
In1 -1.35 0.51 0.25  1.27
N1 -2.22 2.80 1.73  -0.23
S1 -3.26 3.95 1.46  0.54
O1 -2.71 5.18 0.87  -0.12
O2 -4.37 4.03 2.37  -0.14
F1 -3.93 3.17 0.19  -0.18
S2 -2.01 3.20 3.35  0.64
O3 -2.87 2.53 4.33  -0.15
O4 -1.47 4.56 3.63  -0.15
F2 -0.71 2.25 3.45  -0.20
C1 -0.60 -2.93 -5.35  -0.19
C2 -1.49 -1.96 -6.16  -0.20
C3 -1.72 -0.71 -5.36  -0.14
S3 -1.99 -1.34 -3.59  0.81
O5 -3.39 -1.83 -3.54  -0.27
O6 -1.56 -0.30 -2.62  -0.48
C4 -0.79 -2.77 -3.84  -0.15
H1 0.39 -2.86 -5.79  0.13
H2 -0.85 -3.97 -5.59  0.13
H3 -2.45 -2.45 -6.27  0.13
H4 -1.19 -1.72 -7.18  0.14
H5 -2.57 -0.10 -5.66  0.12
H6 -0.83 -0.08 -5.23  0.11
H7 -1.15 -3.61 -3.24  0.11
H8 0.13 -2.45 -3.35  0.10
C5 3.82 -1.21 3.76  -0.17
C6 3.32 -0.09 4.66  -0.20
C7 2.81 1.10 3.83  -0.13
S4 2.40 0.44 2.11  0.78
O7 3.45 0.81 1.17  -0.25
O8 1.00 0.64 1.81  -0.48
C8 2.76 -1.35 2.61  -0.13
H9 4.04 -2.08 4.38  0.14
H10 4.82 -0.92 3.44  0.13
H11 4.00 0.26 5.44  0.14
H12 2.44 -0.44 5.21  0.12
H13 3.55 1.90 3.85  0.12
H14 1.85 1.53 4.12  0.09
H15 2.98 -2.07 1.82  0.11
H16 1.76 -1.63 2.91  0.10


Which energy belongs to each record? In order, -28738.036, -59024.383, -8554.947, -44821.144, -30017.307, -10718.484, -60344.805, -50422.902, -108735.769, -224538.261, -85062.244, -80347.682 eV.